No. 1
A structure of composition C13H26IN4O2PS4V, computed with ωB97M-V/def2-TZVPD.

Output
HOMO (spin up / spin down): -3.78 / -3.40 eV
net charge: -1
gap between HOMO and LUMO (spin up / spin down): 6.41 / 6.03 eV
strongest force on any atom: 0.73 eV/A
spin multiplicity: 3

Each line ends with the natural charge from an NBO analysis.
Positions of all 52 atoms, in Å:
V  -0.2491  0.0565  0.8120  0.877
C  4.8756  -0.4862  4.4952  -0.620
C  3.4183  -0.2428  4.1816  -0.068
O  3.2943  -0.0711  2.7616  -0.834
P  2.1749  0.9317  2.1937  1.696
S  2.1538  0.6265  0.2313  -0.565
S  0.4373  0.7645  3.1094  -0.518
O  2.7525  2.3807  2.5796  -0.831
C  3.9719  2.8309  1.9661  -0.063
C  3.6821  3.9567  1.0030  -0.632
H  5.0131  -0.6512  5.5656  0.203
H  5.4830  0.3702  4.1991  0.203
H  5.2382  -1.3659  3.9634  0.215
H  3.0400  0.6389  4.7052  0.183
H  2.7925  -1.0925  4.4618  0.201
H  4.4733  1.9933  1.4753  0.188
H  4.6124  3.1741  2.7827  0.172
H  3.1214  3.6073  0.1379  0.240
H  4.6235  4.4038  0.6733  0.195
H  3.0850  4.7281  1.4898  0.217
C  -2.8891  2.5161  -2.3713  -0.432
N  -2.1875  3.1048  -1.2537  -0.625
C  -0.8507  3.2000  -1.2220  0.306
N  -0.1744  2.7752  -2.3368  -0.821
S  -0.0198  3.8147  0.0928  -0.276
H  -3.9576  2.6472  -2.2109  0.211
H  -2.7050  1.4400  -2.4625  0.210
H  -2.6154  3.0268  -3.2966  0.190
H  -2.5946  2.9724  -0.3094  0.465
H  -0.5843  2.0124  -2.8557  0.386
H  0.8185  2.7067  -2.1809  0.409
I  0.9984  -3.1012  2.4577  -0.085
C  0.1077  -2.0595  0.7473  -0.962
H  -0.7559  -2.6989  0.5722  0.188
H  0.8381  -2.2846  -0.0364  0.188
C  -3.0859  -0.7759  4.7203  -0.650
C  -2.9942  0.1982  3.5892  0.300
C  -3.0840  1.5433  3.7316  -0.439
C  -3.0669  2.3267  2.5082  0.295
N  -2.7477  1.8465  1.3644  -0.515
C  -2.2633  0.4955  1.2937  -0.147
S  -2.2888  -0.2946  -0.3076  -0.328
N  -2.8232  -0.3284  2.3526  -0.617
C  -3.4775  3.7749  2.5722  -0.649
H  -3.3844  -0.2749  5.6388  0.216
H  -2.1176  -1.2572  4.8758  0.236
H  -3.8104  -1.5609  4.4923  0.217
H  -3.2610  1.9975  4.6936  0.209
H  -2.5859  -1.3064  2.2832  0.404
H  -3.3435  4.1785  3.5762  0.204
H  -4.5325  3.8823  2.3086  0.212
H  -2.8808  4.3547  1.8679  0.240

Forces on the atoms, in the same order (eV/Å):
V -0.4834 -0.3446 -0.4195
C 0.0533 -0.0236 0.0340
C -0.0786 -0.0634 -0.0025
O 0.0415 0.0857 0.0248
P 0.1720 -0.0164 0.0961
S -0.0203 0.0862 0.0836
S -0.0068 0.0939 0.0327
O -0.0010 -0.0395 -0.0283
C 0.0213 0.0394 0.1050
C 0.0554 0.0808 -0.0561
H -0.0332 0.0013 0.0064
H -0.0091 0.0065 -0.0112
H -0.0147 -0.0008 -0.0228
H 0.0431 0.0252 -0.0224
H 0.0161 0.0003 0.0096
H 0.0048 0.0352 -0.0456
H -0.0140 -0.0312 -0.0009
H -0.0184 -0.0485 0.0291
H -0.0095 -0.0064 -0.0487
H 0.0135 -0.0062 0.0373
C -0.1561 -0.0412 -0.0163
N -0.0486 -0.0639 0.4128
C 0.0701 -0.1760 -0.0570
N -0.0924 0.1081 0.0238
S -0.0043 0.0558 0.1362
H -0.0013 0.0021 -0.0054
H 0.0343 0.0423 0.0044
H -0.0106 0.0053 0.0015
H 0.1735 -0.0310 -0.4093
H 0.0200 -0.0039 0.0114
H 0.0131 -0.0184 -0.0054
I 0.0307 0.0681 0.0643
C -0.0094 -0.0339 0.1728
H -0.0322 0.0725 -0.0536
H -0.0299 0.0482 -0.0382
C -0.0271 -0.0090 0.0042
C 0.0427 0.0662 0.1470
C -0.0015 -0.1758 -0.1940
C -0.0304 0.1558 0.1999
N 0.1869 -0.1922 -0.1494
C 0.0251 0.3403 -0.0633
S 0.0824 0.0858 0.0564
N 0.0265 -0.1844 -0.0224
C 0.0055 -0.0256 -0.0487
H 0.0086 0.0007 0.0044
H 0.0207 0.0171 -0.0156
H -0.0155 0.0130 -0.0065
H 0.0091 0.0133 0.0261
H -0.0335 -0.0084 0.0042
H 0.0353 0.0037 0.0055
H -0.0181 -0.0101 0.0073
H -0.0055 0.0015 0.0023

No. 2
A structure of composition C13H26N2O, computed with ωB97M-V/def2-TZVPD.

Output
energy relative to the best compared isomer or geometry (same formula, charge and spin): 348.20 kcal/mol
HOMO: -8.58 eV
gap between HOMO and LUMO: 9.29 eV
strongest force on any atom: 14.30 eV/A

Each line ends with the natural charge from an NBO analysis.
Positions of all 42 atoms, in Å:
C  2.5123  -2.6184  -3.2447  -0.631
H  1.8490  -2.0985  -4.0374  0.174
H  1.8055  -3.5402  -2.8484  0.243
H  3.3935  -2.9302  -3.6704  0.233
C  2.4924  -1.6195  -2.2846  -0.192
N  1.4378  -1.2221  -1.6399  -0.491
C  0.9022  -2.0752  -0.8398  0.820
O  1.0396  -3.3560  -0.6216  -0.656
N  -0.5569  -1.8414  -0.2782  -0.642
H  -0.9545  -2.5045  0.2351  0.368
C  -0.6247  -0.7251  0.6622  -0.096
C  -0.3680  -1.0112  1.9856  -0.403
H  -1.0080  -1.6002  2.2009  0.184
H  0.7447  -1.1755  2.1629  0.216
C  -0.6951  0.2553  2.9583  -0.388
H  0.0164  0.0239  3.9635  0.210
C  -0.0179  1.8084  2.5138  -0.389
C  -1.0476  2.7490  2.3247  -0.355
H  -0.8006  3.5006  1.9195  0.164
H  -1.3494  3.0667  3.3812  0.181
C  -2.4514  2.2113  1.5254  -0.406
H  -2.8248  1.5321  2.2864  0.206
C  -2.1299  1.4688  0.3527  -0.399
C  -1.8951  -0.0101  0.4019  -0.400
H  -2.6349  -0.5955  -0.6102  0.240
H  -2.8035  -0.3349  1.1705  0.186
H  -3.0290  1.9245  -0.4889  0.193
H  -1.3456  1.8378  -0.1198  0.190
H  -2.8416  3.1810  1.3802  0.219
H  0.6844  2.1123  3.3465  0.210
H  0.4692  1.4316  1.7129  0.190
H  -1.7524  0.3254  3.1257  0.192
H  0.0680  0.1623  0.2366  0.168
C  0.6865  -0.1337  -2.3986  -0.192
C  1.3275  1.1983  -2.1109  -0.526
H  1.3554  1.2715  -0.8159  0.176
H  2.1509  1.1784  -2.5006  0.186
H  0.9307  1.9851  -2.4173  0.200
H  0.7585  -0.4687  -3.3452  0.194
H  -0.2296  -0.3505  -1.9609  0.233
H  3.2586  -2.1009  -1.2567  0.169
H  3.4772  -0.9118  -2.3560  0.225

Forces on the atoms, in the same order (eV/Å):
C -6.8531 -2.8485 -2.6329
H 0.9378 -1.4254 0.0184
H 2.0625 2.0092 -1.1214
H 2.0451 -0.5368 -0.6494
C 13.3263 -0.2950 5.1800
N -3.1352 4.0413 -0.1354
C -7.9249 -8.5446 4.4366
O 2.5378 4.3681 -1.4390
N 4.9953 6.2335 -3.0497
H -0.8655 -4.9363 1.7197
C 0.9692 5.1884 -7.3934
C 9.3617 9.3746 2.5311
H -7.2905 -8.6344 3.8152
H -1.6343 -0.8455 -0.1337
C 4.6083 0.4522 1.7869
H -2.6978 0.3800 -2.3080
C 0.0273 -4.8096 3.9867
C -7.5598 -7.9622 5.7978
H 3.5757 10.4075 -5.8463
H -0.1991 -0.2667 -1.3120
C 3.9190 0.9031 4.6295
H -1.2775 0.6775 -0.0892
C -4.3543 -0.1206 -3.7607
C -9.0393 -2.8967 -0.6143
H 2.9321 1.8963 2.6011
H 2.2751 0.2221 -1.1073
H 2.1906 -2.2666 1.9966
H 4.0067 2.2078 -2.1447
H -1.5670 0.4907 -0.1827
H -0.5602 -0.4951 -1.1141
H 2.1142 -0.1019 -2.8975
H -0.1745 -0.0343 0.6106
H -0.5318 -2.1689 0.9002
C 0.7649 -0.1300 4.3728
C -5.1798 -6.3552 10.1655
H 0.3518 0.0323 -3.9400
H 9.7354 -0.2261 -3.5150
H -4.4247 6.6640 -2.7176
H -0.1499 -0.6349 -3.4788
H -2.4727 0.7056 -0.0161
H -1.8970 0.5639 -2.3935
H -2.9483 -0.2827 -0.5560

No. 3
A structure of composition C13H26N4OPdS, computed with ωB97M-V/def2-TZVPD.

Output
energy relative to the best compared isomer or geometry (same formula, charge and spin): 7.44 kcal/mol
HOMO (spin up / spin down): -21.65 / -21.66 eV
net charge: +4
gap between HOMO and LUMO (spin up / spin down): 9.78 / 5.56 eV
strongest force on any atom: 2.45 eV/A
spin multiplicity: 5

Each line ends with the natural charge from an NBO analysis.
Positions of all 46 atoms, in Å:
Pd  -0.4199  -0.7350  0.1995  1.273
N  -2.1439  0.7139  -0.2036  -0.797
C  -3.3691  0.0861  0.3162  -0.255
C  -3.5624  -1.2829  -0.3415  -0.289
N  -2.4960  -2.2210  0.0151  -0.112
C  -2.6610  -2.8143  1.3436  -0.292
C  -1.3296  -3.0251  2.0677  -0.257
N  -0.6380  -1.7410  2.2480  -0.786
C  -2.1733  -3.1978  -1.0282  -0.290
C  -1.3023  -2.6156  -2.1440  -0.258
N  -0.0468  -2.0981  -1.5809  -0.790
H  -2.0222  1.6400  0.2194  0.437
H  -2.2414  0.8582  -1.2152  0.420
H  -4.2551  0.6987  0.0975  0.282
H  -3.3001  0.0165  1.4088  0.226
H  -3.5883  -1.1640  -1.4285  0.245
H  -4.5431  -1.6882  -0.0431  0.305
H  -3.1653  -3.7894  1.2749  0.305
H  -3.3007  -2.1781  1.9607  0.248
H  -0.6670  -3.7137  1.5339  0.231
H  -1.5421  -3.4853  3.0432  0.285
H  0.2672  -1.8957  2.7049  0.442
H  -1.1846  -1.1352  2.8726  0.424
H  -3.0978  -3.5893  -1.4839  0.305
H  -1.6569  -4.0506  -0.5775  0.248
H  -1.8172  -1.8185  -2.6903  0.231
H  -1.1060  -3.4134  -2.8779  0.285
H  0.5012  -1.6453  -2.3197  0.441
H  0.5191  -2.8801  -1.2285  0.423
C  4.2973  0.4913  -0.1927  -0.796
S  2.9392  1.1608  0.8078  1.329
O  1.6708  0.5314  0.3046  -1.053
C  2.9668  2.9198  0.2751  -0.057
C  1.9355  3.4485  -0.4871  -0.267
C  2.0619  4.7623  -0.9246  -0.038
C  3.1264  5.5448  -0.4981  0.048
C  4.1696  5.0022  0.2425  -0.182
C  4.0499  3.6911  0.6929  -0.123
H  4.0367  0.5296  -1.2500  0.266
H  4.5063  -0.5353  0.1024  0.286
H  5.1883  1.0859  -0.0082  0.283
H  1.1049  2.8348  -0.8028  0.243
H  1.3326  5.1748  -1.6107  0.273
H  3.1171  6.6181  -0.6861  0.285
H  5.0308  5.5964  0.5262  0.295
H  4.8069  3.3089  1.3658  0.275

Forces on the atoms, in the same order (eV/Å):
Pd 0.7803 0.5806 0.1169
N 0.4390 -0.5359 -0.1013
C -0.7648 -0.3509 0.1489
C -0.1135 1.1113 -0.1699
N -1.1425 -0.8031 -0.0713
C 0.5686 -0.0203 1.1533
C -0.3882 -0.6363 0.0087
N -0.1243 0.4901 -0.6017
C 0.8807 -0.3113 -0.7759
C -0.7459 -0.3546 -0.2223
N -0.0045 0.1418 0.6673
H 0.1631 -0.2147 -0.0742
H 0.1404 0.0770 0.2314
H 0.1944 -0.0563 0.0254
H -0.0035 0.0031 -0.2262
H 0.0135 -0.0711 0.0810
H 0.2624 -0.1573 0.0413
H -0.0087 0.1300 -0.2986
H -0.0019 0.0414 -0.1804
H -0.0899 0.1019 0.0320
H 0.0528 0.0522 -0.1720
H -0.0850 0.1817 -0.1632
H 0.2560 -0.0561 -0.1382
H -0.0234 0.1668 0.2707
H -0.0974 0.1009 0.0714
H 0.1413 -0.0440 0.1225
H -0.0065 0.1986 0.1825
H 0.0132 0.0375 0.2667
H -0.0036 0.2478 -0.1341
C -0.0113 0.2045 -0.2315
S 0.6524 0.6789 -0.0525
O -0.9760 -0.3336 -0.3372
C -1.0305 -1.6729 -0.3386
C -0.1940 0.4411 -0.3283
C -1.6859 -1.7414 -0.3535
C 1.2940 1.5310 0.4610
C 0.4878 -0.9837 0.6425
C 1.4595 1.8093 0.1031
H -0.1125 0.1329 0.0344
H -0.2280 0.0202 0.2861
H 0.0968 0.1138 0.0861
H 0.0398 -0.0215 -0.0287
H -0.0155 0.0333 -0.0049
H 0.0252 -0.1450 -0.1144
H -0.1243 0.0255 0.0360
H 0.0206 -0.1434 0.0498

No. 4
A structure of composition C13H26NO4P2Pm, computed with ωB97M-V/def2-TZVPD.

Output
HOMO (spin up / spin down): -14.16 / -14.16 eV
net charge: +2
gap between HOMO and LUMO (spin up / spin down): 7.23 / 7.44 eV
strongest force on any atom: 2.74 eV/A
spin multiplicity: 5

Each line ends with the Löwdin spin population.
Positions of all 47 atoms, in Å:
Pm  -0.4049  -0.2251  1.5774  4.053
P  2.3304  0.2759  0.8352  -0.010
C  2.2704  0.3387  -1.0070  0.000
C  1.1821  -0.4530  -1.6534  0.000
N  -0.0562  -0.4966  -1.0581  -0.007
C  -1.1310  -0.8509  -1.8017  0.000
C  -0.9933  -1.4075  -3.0745  0.000
C  0.2808  -1.4661  -3.6632  0.000
C  1.3586  -0.9573  -2.9419  0.000
C  -2.5211  -0.6792  -1.1611  0.001
P  -2.7235  0.6607  0.1138  -0.008
H  2.3588  -0.9686  -3.3547  0.000
H  -1.8755  -1.7736  -3.6017  0.000
H  0.4212  -1.8865  -4.6436  0.000
H  -3.2803  -0.5304  -1.9445  0.000
H  -2.7750  -1.6305  -0.6498  0.000
H  2.1001  1.6285  -1.4520  0.000
H  3.2544  0.1378  -1.4735  0.000
H  1.3328  3.0963  -0.9453  0.000
O  1.7983  2.7540  -1.7464  0.000
H  2.3999  3.0878  -2.4438  0.000
H  0.3322  2.9007  0.6083  0.000
O  0.2765  3.5847  -0.0599  0.000
H  -0.5857  3.3960  -0.5512  0.000
C  -3.1178  2.1000  -0.9523  -0.002
H  -4.0447  1.9733  -1.5350  0.000
H  -3.2498  3.0020  -0.3335  0.000
H  -2.3066  2.2575  -1.6799  0.000
C  -4.3640  0.2355  0.8466  -0.001
H  -4.6042  0.9826  1.6216  0.000
H  -5.1961  0.2030  0.1227  0.000
H  -4.2874  -0.7498  1.3325  0.000
C  3.2620  -1.2131  1.4112  -0.001
H  4.3071  -1.2219  1.0729  0.000
H  3.2639  -1.2275  2.5139  0.000
H  2.7681  -2.1288  1.0588  0.000
C  3.4686  1.6554  1.1884  -0.002
H  3.5766  1.7672  2.2725  0.000
H  4.4695  1.5210  0.7649  -0.001
H  3.0660  2.5960  0.7996  0.000
C  -0.3272  -3.4256  4.0524  0.000
C  -0.3601  -2.2094  3.1887  0.000
O  -0.4758  -1.0219  3.6701  -0.010
O  -0.2551  -2.3831  1.9046  -0.010
H  -0.5772  -3.2315  5.0903  0.000
H  0.6691  -3.8657  4.0212  0.000
H  -1.0347  -4.1510  3.6608  0.000

Forces on the atoms, in the same order (eV/Å):
Pm 0.4714 0.5031 -0.9647
P 1.1177 0.0965 -1.3313
C -0.0186 -0.5736 0.2082
C -0.2734 0.4606 0.2858
N 0.2008 0.7753 0.0825
C -0.0747 -0.3986 -0.0842
C -0.1100 0.3578 0.0636
C -0.1164 0.2965 1.2385
C -0.2882 -0.3885 -0.2844
C 0.3783 -0.8071 0.0187
P -1.4117 -0.1236 -1.1434
H -0.0653 0.0666 -0.0886
H 0.2659 0.2158 0.1052
H -0.0030 -0.0683 -0.1774
H 0.2166 -0.0901 0.2502
H -0.0356 0.3084 -0.2206
H -0.0781 -1.8582 0.9060
H -0.3428 -0.2214 0.4181
H 0.0495 1.8183 -0.3708
O 1.0253 -0.8960 -2.3772
H -0.7072 0.8304 1.1593
H -0.1201 -0.0125 0.5666
O -1.9425 -0.3667 -0.5371
H 1.5367 0.5236 0.8670
C 0.2315 0.5523 0.0566
H 0.2963 -0.2676 0.3330
H 0.1136 -0.2362 -0.2344
H -0.1521 0.0146 0.2256
C 0.1281 -0.0091 0.3148
H 0.0527 -0.2931 -0.2745
H 0.5242 0.0601 0.1097
H -0.0929 0.2992 -0.0864
C -0.1757 -0.0516 0.1949
H -0.3253 0.1473 -0.0533
H 0.0062 0.0129 -0.3400
H 0.1002 0.2183 0.0524
C -0.0974 0.3489 0.6082
H 0.0590 0.0189 -0.1389
H -0.2552 -0.2379 -0.0620
H 0.0260 -0.1395 0.0504
C -0.1766 0.1705 0.2343
C 0.1357 -0.8463 0.6828
O 0.0854 -0.7830 -0.5060
O -0.2739 0.4250 0.6181
H 0.0140 0.3138 -0.0106
H 0.0483 -0.0307 -0.1795
H 0.0532 -0.1351 -0.1855